{"formula": "C3H4N4O", "method": "ωB97M-V/def2-TZVPD", "elements": ["O", "N", "N", "N", "N", "C", "C", "C", "H", "H", "H", "H"], "positions_angstrom": [[-2.264, -1.331, 0.446], [0.539, 1.002, 0.291], [-2.030, 0.812, -0.281], [1.792, 0.477, 0.264], [0.765, -1.341, -0.304], [-1.579, -0.417, 0.163], [1.936, -0.924, -0.125], [0.004, -0.259, -0.114], [-3.055, 0.997, -0.457], [2.837, -1.646, -0.030], [-1.354, 1.448, -0.614], [2.409, 1.182, 0.759]], "atomic_forces_ev_per_a": [[-0.441, -1.884, 1.088], [0.552, -7.619, -2.076], [-3.084, -0.516, 0.402], [4.098, 1.652, 1.228], [-2.591, -0.115, -0.632], [2.310, 3.677, -3.555], [3.335, 2.878, 2.410], [-5.108, 1.367, 2.561], [1.923, -0.410, 0.531], [-1.247, 2.138, -0.333], [0.236, 0.712, -0.303], [0.018, -1.880, -1.322]], "nbo_charge": [-0.5609, -0.2427, -0.8411, -0.3931, -0.4400, 0.6688, 0.1756, 0.1753, 0.4018, 0.2377, 0.3996, 0.4192], "e_above_lowest_kcal_mol": 52.6, "homo_lumo_gap_ev": 10.30, "e_lumo_ev": 0.7, "spin_multiplicity": 1, "energy_ha": -410.91946}

=====

{"formula": "C3H4N4O", "method": "ωB97M-V/def2-TZVPD", "elements": ["O", "N", "N", "N", "N", "C", "C", "C", "H", "H", "H", "H"], "positions_angstrom": [[1.281, 0.690, -1.584], [0.173, 2.222, 1.311], [-0.432, 1.067, 1.288], [-0.022, 0.225, 0.209], [1.061, 2.197, 0.312], [-0.556, -1.008, 0.020], [0.886, 1.030, -0.416], [-0.103, -1.862, -0.926], [1.322, -1.720, -1.236], [-1.765, -1.136, 0.538], [-0.608, -2.798, -1.383], [-1.238, 1.090, 1.868]], "atomic_forces_ev_per_a": [[-0.189, 1.639, 3.827], [2.359, -1.803, -3.263], [0.456, -0.058, 0.146], [-0.780, 3.234, 4.071], [-1.131, 0.821, 1.421], [-4.475, -2.588, -0.906], [1.131, -1.494, -5.360], [3.996, -0.572, -0.324], [-5.053, -0.256, 0.682], [3.855, 0.457, -1.704], [0.832, 1.885, 1.362], [-1.001, -1.265, 0.048]], "nbo_charge": [-0.6203, 0.0663, -0.1955, -0.2602, -0.3090, -0.0810, 0.6594, -0.3809, 0.2510, 0.2058, 0.2434, 0.4209], "e_above_lowest_kcal_mol": 140.4, "homo_lumo_gap_ev": 8.91, "e_lumo_ev": -0.3, "spin_multiplicity": 1, "energy_ha": -410.77951}

=====

{"formula": "C3H4N4O", "method": "ωB97M-V/def2-TZVPD", "elements": ["O", "N", "N", "N", "N", "C", "C", "C", "H", "H", "H", "H"], "positions_angstrom": [[-1.691, -1.447, -0.207], [-0.462, -0.829, -0.035], [-1.612, 1.254, 0.087], [1.686, -1.093, 0.076], [0.581, -1.664, -0.027], [1.827, 0.259, -0.048], [0.790, 1.132, -0.126], [-0.549, 0.564, -0.014], [2.847, 0.549, -0.114], [1.005, 2.225, -0.187], [-1.967, -1.701, 0.670], [-2.455, 0.752, -0.073]], "atomic_forces_ev_per_a": [[0.707, -0.017, -0.546], [-1.608, -0.751, -0.557], [0.950, 0.641, -0.445], [1.553, -1.356, -0.522], [-0.773, 1.105, 0.554], [-1.248, 0.879, 0.012], [1.056, 0.039, 0.558], [0.387, 1.148, 0.022], [0.580, 0.379, 0.071], [-0.670, -1.096, -0.069], [-0.259, -0.259, 0.669], [-0.675, -0.713, 0.253]], "nbo_charge": [-0.5159, 0.0143, -0.7016, -0.2414, 0.0674, -0.0337, -0.2246, 0.3392, 0.2146, 0.2488, 0.4776, 0.3552], "e_above_lowest_kcal_mol": 97.2, "homo_lumo_gap_ev": 8.95, "e_lumo_ev": -0.2, "spin_multiplicity": 1, "energy_ha": -410.84839, "smiles": "[H]/N=c1/ccnnn1O"}

=====

{"formula": "C3H4N4O", "method": "ωB97M-V/def2-TZVPD", "elements": ["O", "N", "N", "N", "N", "C", "C", "C", "H", "H", "H", "H"], "positions_angstrom": [[-0.458, 0.392, -2.305], [0.116, -0.989, 1.963], [-0.671, 0.039, 0.068], [-1.722, -0.947, -0.015], [1.626, 0.491, 0.643], [1.187, 1.118, -0.511], [0.380, -0.142, 0.961], [-0.120, 0.470, -1.027], [-2.313, -0.755, 0.967], [-1.064, -1.717, 0.803], [2.018, 1.581, -1.262], [0.900, -1.087, 2.782]], "atomic_forces_ev_per_a": [[1.693, 0.445, 6.844], [2.724, 2.219, -0.230], [-1.298, -1.602, 0.715], [1.008, -1.967, 6.965], [-3.744, 2.844, -4.064], [4.747, -2.428, 0.184], [0.178, -3.396, 5.563], [0.102, 2.454, -8.542], [1.247, 0.132, -3.384], [-2.155, 1.577, -2.922], [-2.425, -0.714, 2.060], [-2.078, 0.434, -3.189]], "nbo_charge": [-0.5377, -0.7109, -0.3246, -0.6046, -0.3754, 0.0644, 0.5092, 0.5839, 0.3569, 0.3907, 0.2435, 0.4044], "e_above_lowest_kcal_mol": 119.8, "homo_lumo_gap_ev": 8.71, "e_lumo_ev": -1.7, "spin_multiplicity": 1, "energy_ha": -410.81236}